Record 1
Molecular formula: C5H19NO6
Method: DFT, ωB97M-V/def2-TZVPD

Geometry (Å):
N: 1.89313 -2.64603 -1.68353
C: 1.51604 -1.53153 -0.77391
C: 1.78592 -0.20294 -1.47729
C: 2.04438 0.98621 -0.51032
C: 1.03567 1.23646 0.66871
C: -0.36762 0.92985 0.16524
O: -1.26027 0.42214 0.78151
O: -0.60931 1.38470 -1.10457
H: 1.76151 -2.49248 -2.57882
H: 2.67363 -3.04293 -1.31797
H: 2.03386 -1.69249 0.17425
H: 0.45122 -1.46215 -0.25455
H: 0.94570 0.18139 -2.09585
H: 2.42622 -0.33296 -2.26791
H: 3.03817 0.75926 -0.15293
H: 2.10645 1.94406 -0.95760
H: 1.03701 2.28763 1.01439
H: 1.27413 0.49743 1.46804
H: -1.47086 1.18446 -1.51930
O: -1.02818 2.24976 3.42934
H: -1.11810 1.62722 2.74933
H: -0.50414 3.04914 2.89210
O: -3.53039 -1.61120 -0.37003
H: -3.17142 -0.86827 0.20690
H: -2.86616 -2.34026 -0.02882
O: -2.81408 0.78598 -2.44154
H: -2.93294 -0.17653 -2.13986
H: -2.56675 0.60684 -3.33595
O: -0.48980 -0.88384 4.04320
H: -0.97426 -0.90220 3.22031
H: -0.31878 0.05327 4.19741

Calculated values
Frontier orbital gap ... 0.3496 hartree
LUMO level ... 0.290 eV
Multiplicity ... 1
Charge ... 0
HOMO energy ... -0.3389 Eh

Record 2
Molecular formula: C5H19O5S2
Method: DFT, ωB97M-V/def2-TZVPD

Geometry (Å):
C: -1.39220 -1.40713 1.32723
C: -1.42291 -2.92632 1.18680
O: -2.05091 -3.66846 1.90716
C: -1.63298 -0.90089 2.74601
S: -0.20957 -0.98979 3.84337
S: 0.60053 2.53874 -0.37399
C: 1.40648 1.13392 0.46473
C: 2.90414 0.87568 0.26514
H: -0.49858 -0.96403 0.82223
H: -2.22197 -1.14814 0.64613
H: -1.09522 -3.30860 0.22095
H: 0.09642 -2.27311 3.67261
H: -1.96503 0.13340 2.53196
H: -2.52022 -1.38326 3.12754
H: 1.09733 1.19347 1.50815
H: 0.92473 0.18253 0.17675
H: 3.23603 0.99507 -0.73897
H: 3.47962 1.34472 1.07598
H: 3.05754 -0.17591 0.53406
H: -0.67220 2.75535 -3.99409
H: 0.54049 2.68598 -3.21888
O: 0.23957 2.45261 -4.11536
H: -2.69943 2.47477 -1.46628
H: -3.12372 2.93102 -2.92940
O: -2.52072 2.39802 -2.40180
H: 3.11050 -1.60358 -2.33472
H: 3.94981 -0.60593 -2.84720
O: 3.61502 -1.46220 -3.15777
H: -0.97678 -1.10247 -3.11910
H: -0.19542 0.22204 -2.79806
O: -0.38376 -0.68314 -2.50663

Calculated values
Frontier orbital gap ... 0.2086 hartree
LUMO level ... 2.765 eV
Multiplicity ... 1
Charge ... -1
HOMO energy ... -0.1070 Eh

Record 3
Molecular formula: C5H20AgClN8O5
Method: DFT, ωB97M-V/def2-TZVPD

Geometry (Å):
Ag: 26.43906 6.93441 9.64872
Cl: 24.17656 7.20282 10.94570
C: 27.16540 4.07698 10.92798
O: 26.20848 4.65837 10.01990
H: 28.05498 4.70225 10.97560
H: 26.71611 3.99433 11.91371
H: 27.53029 3.15258 10.47358
H: 25.66984 3.93940 9.68252
C: 28.35310 7.68554 12.41185
O: 27.51745 7.31720 11.59825
N: 28.24962 7.43156 13.74687
N: 29.47826 8.36492 12.03874
H: 28.84465 7.96108 14.35726
H: 27.37874 7.05768 14.07854
H: 29.72317 8.55460 11.08666
H: 30.02480 8.84376 12.73253
C: 24.79659 7.17509 6.58386
O: 25.58016 6.99030 7.51415
N: 23.57280 6.59067 6.54682
N: 25.05282 8.06232 5.57874
H: 23.32606 5.97906 7.30147
H: 22.97094 6.83446 5.78346
H: 24.34735 8.43841 4.97320
H: 25.95379 8.49916 5.52908
C: 27.28672 10.12561 8.63684
O: 26.82114 9.10198 9.12035
N: 26.54878 11.24358 8.44735
N: 28.60013 10.18102 8.24303
H: 25.59974 11.22228 8.77551
H: 26.94876 12.08856 8.08627
H: 29.01397 11.00098 7.84202
H: 29.10093 9.31625 8.31829
C: 29.64636 6.22769 8.41369
O: 28.59957 6.38890 9.03706
N: 29.80688 6.68452 7.14103
N: 30.71657 5.58456 8.94953
H: 29.08695 7.25920 6.74292
H: 30.58556 6.46536 6.54741
H: 31.41134 5.19522 8.33738
H: 30.64767 5.23221 9.88654

Calculated values
Frontier orbital gap (alpha / beta) ... 0.3731 / 0.2620 hartree
LUMO level (alpha / beta) ... -2.106 / -4.867 eV
Multiplicity ... 2
Charge ... +1
HOMO energy (alpha / beta) ... -0.4505 / -0.4409 Eh

Record 4
Molecular formula: C5H20As3F18N10O5Tl
Method: DFT, ωB97M-V/def2-TZVPD

Geometry (Å):
Tl: 26.44994 -3.06869 -20.32603
As: 21.83446 -3.00380 -20.10336
F: 20.04706 -2.86406 -20.12906
F: 21.91751 -1.27741 -19.64718
F: 23.65920 -3.16234 -20.05535
F: 21.80719 -4.71822 -20.51984
F: 21.89970 -2.66847 -21.86598
F: 21.85648 -3.32801 -18.29919
As: 28.52092 -2.42899 -24.47125
F: 27.62892 -0.89624 -24.68319
F: 27.18223 -3.23447 -25.38750
F: 29.39272 -3.96071 -24.08741
F: 29.71534 -1.41911 -23.51849
F: 27.54009 -2.69696 -22.94628
F: 29.53984 -2.17188 -25.95215
As: 29.15494 -0.85384 -17.21185
F: 28.14305 -1.84676 -18.33834
F: 28.18035 0.62106 -17.52562
F: 30.16800 0.21934 -16.12062
F: 30.18093 -2.25018 -16.80348
F: 30.32155 -0.42655 -18.46542
F: 28.03694 -1.36122 -15.86715
C: 28.50780 0.51038 -20.82898
O: 27.80242 -0.48049 -20.63614
N: 28.53101 1.56564 -20.14448
N: 29.35920 0.64139 -21.79353
H: 29.24128 2.25479 -20.34617
H: 28.10122 1.50795 -19.23231
H: 29.45675 -0.14447 -22.42043
H: 29.97580 1.44124 -21.78169
C: 24.77445 0.04133 -18.38721
O: 25.17420 -0.97086 -18.85889
N: 25.46699 0.91201 -17.69573
N: 23.50815 0.46508 -18.35744
H: 24.97285 1.72875 -17.36579
H: 26.45752 0.79300 -17.53827
H: 22.80028 -0.06370 -18.84675
H: 23.30642 1.33948 -17.89395
C: 30.64241 -3.21107 -20.80273
O: 29.40653 -3.17897 -20.76638
N: 31.45978 -2.37893 -20.18175
N: 31.28339 -3.99399 -21.53697
H: 31.06788 -1.68291 -19.56363
H: 32.44533 -2.59960 -20.17197
H: 30.76181 -4.68351 -22.05911
H: 32.26985 -3.81006 -21.65171
C: 24.44832 -0.66007 -22.94723
O: 25.06828 -1.36033 -22.17027
N: 23.23610 -0.24111 -22.83629
N: 24.97562 -0.35829 -24.11585
H: 22.60431 -0.84912 -22.33502
H: 22.98037 0.55074 -23.40872
H: 24.53037 0.37025 -24.65537
H: 25.92725 -0.59414 -24.35847
C: 23.91329 -4.79551 -23.15729
O: 24.72724 -4.41934 -22.33013
N: 23.19609 -5.83000 -23.01294
N: 23.70492 -4.12971 -24.25661
H: 23.16875 -6.33547 -22.13895
H: 22.57360 -6.08421 -23.76659
H: 24.06243 -3.18510 -24.25858
H: 22.86463 -4.40059 -24.74717

Calculated values
Frontier orbital gap (alpha / beta) ... 0.3186 / 0.1459 hartree
LUMO level (alpha / beta) ... 1.830 / -2.869 eV
Multiplicity ... 2
Charge ... -1
HOMO energy (alpha / beta) ... -0.2514 / -0.2513 Eh

Record 5
Molecular formula: C5H20ClO5V
Method: DFT, ωB97M-V/def2-TZVPD

Geometry (Å):
V: 1.94905 -0.10157 -1.15197
Cl: -0.20154 -0.16840 -0.21726
C: 1.13083 -1.70509 3.19152
O: 1.29380 -0.41131 2.63533
H: 2.11056 -2.12325 3.38773
H: 0.57617 -1.63525 4.15496
H: 0.50121 -2.33710 2.54166
H: 0.44623 -0.10250 2.25905
C: 0.78396 2.39098 -2.54217
O: 2.04121 1.80010 -2.00962
H: 0.99666 3.35017 -2.99959
H: 0.40080 1.72646 -3.31710
H: 0.05300 2.45066 -1.74432
H: 2.74495 2.46338 -2.03369
C: 0.46450 2.68338 1.97851
O: 1.00590 2.10424 3.15622
H: 0.05876 3.67458 2.21868
H: 1.24127 2.75218 1.22239
H: -0.33878 2.04353 1.59535
H: 0.29736 1.73038 3.70661
C: -0.22851 -4.06555 0.12137
O: -1.27905 -4.92004 0.43884
H: 0.33493 -4.44159 -0.75341
H: -0.54288 -3.03698 -0.12141
H: 0.46631 -4.06184 0.96472
H: -1.98548 -4.87040 -0.21212
C: -2.58905 1.12084 -2.80057
O: -1.86393 -0.07830 -3.15103
H: -2.96683 1.07291 -1.77740
H: -1.94715 1.99816 -2.90781
H: -3.43633 1.19681 -3.47064
H: -1.51794 -0.49961 -2.36283

Calculated values
Frontier orbital gap (alpha / beta) ... 0.2288 / 0.1094 hartree
LUMO level (alpha / beta) ... -9.024 / -12.222 eV
Multiplicity ... 5
Charge ... +2
HOMO energy (alpha / beta) ... -0.5604 / -0.5586 Eh

Record 6
Molecular formula: C5H20F2NNiO8
Method: DFT, ωB97M-V/def2-TZVPD

Geometry (Å):
Ni: 2.68212 -1.14187 -1.07391
N: 3.01053 2.18800 -1.26297
O: 3.00644 0.98138 -1.24967
O: 2.18099 2.79642 -0.54819
O: 3.78330 2.83280 -1.93684
F: 0.95193 -0.74411 -0.04789
F: 3.59120 -1.10816 0.79946
C: -1.41589 -3.26788 0.44926
O: -1.06665 -3.28473 1.82078
H: -2.26493 -2.60732 0.27347
H: -0.56827 -2.89552 -0.12605
H: -1.77852 -4.20561 0.02826
H: -1.69659 -3.87835 2.23597
C: -0.85510 1.90460 -1.10705
O: -1.27506 0.59375 -0.83305
H: -0.33203 2.23575 -0.20993
H: -0.13079 1.92516 -1.92133
H: -1.69544 2.54680 -1.37070
H: -0.48356 0.09081 -0.62771
C: 0.54221 2.57451 2.58292
O: 1.33654 1.52330 2.09604
H: 0.77874 2.81771 3.61878
H: 0.59490 3.44981 1.93549
H: -0.51038 2.30005 2.65242
H: 1.56116 1.77220 1.19649
C: 0.49000 -1.56928 -3.15614
O: 1.69215 -0.83021 -2.90010
H: -0.25836 -0.90794 -3.59281
H: 0.68936 -2.26910 -3.96769
H: 0.16438 -2.20159 -2.33014
H: 1.90685 -0.46272 -3.76060
C: -2.73376 -0.23346 2.23784
O: -1.34182 -0.26113 2.02146
H: -3.02948 -0.70777 3.17362
H: -3.11148 0.78871 2.26204
H: -3.27010 -0.82211 1.49357
H: -1.14448 0.07696 1.14490

Calculated values
Frontier orbital gap (alpha / beta) ... 0.2774 / 0.2686 hartree
LUMO level (alpha / beta) ... 1.898 / 1.675 eV
Multiplicity ... 3
Charge ... -1
HOMO energy (alpha / beta) ... -0.2077 / -0.2071 Eh

Please write out number 2 again, unchanged.
Molecular formula: C5H19O5S2
Method: DFT, ωB97M-V/def2-TZVPD

Geometry (Å):
C: -1.39220 -1.40713 1.32723
C: -1.42291 -2.92632 1.18680
O: -2.05091 -3.66846 1.90716
C: -1.63298 -0.90089 2.74601
S: -0.20957 -0.98979 3.84337
S: 0.60053 2.53874 -0.37399
C: 1.40648 1.13392 0.46473
C: 2.90414 0.87568 0.26514
H: -0.49858 -0.96403 0.82223
H: -2.22197 -1.14814 0.64613
H: -1.09522 -3.30860 0.22095
H: 0.09642 -2.27311 3.67261
H: -1.96503 0.13340 2.53196
H: -2.52022 -1.38326 3.12754
H: 1.09733 1.19347 1.50815
H: 0.92473 0.18253 0.17675
H: 3.23603 0.99507 -0.73897
H: 3.47962 1.34472 1.07598
H: 3.05754 -0.17591 0.53406
H: -0.67220 2.75535 -3.99409
H: 0.54049 2.68598 -3.21888
O: 0.23957 2.45261 -4.11536
H: -2.69943 2.47477 -1.46628
H: -3.12372 2.93102 -2.92940
O: -2.52072 2.39802 -2.40180
H: 3.11050 -1.60358 -2.33472
H: 3.94981 -0.60593 -2.84720
O: 3.61502 -1.46220 -3.15777
H: -0.97678 -1.10247 -3.11910
H: -0.19542 0.22204 -2.79806
O: -0.38376 -0.68314 -2.50663

Calculated values
Frontier orbital gap ... 0.2086 hartree
LUMO level ... 2.765 eV
Multiplicity ... 1
Charge ... -1
HOMO energy ... -0.1070 Eh

- multiplicity of number 2 (C5H19O5S2)?
  1

Copy entry 1 word for word.
Molecular formula: C5H19NO6
Method: DFT, ωB97M-V/def2-TZVPD

Geometry (Å):
N: 1.89313 -2.64603 -1.68353
C: 1.51604 -1.53153 -0.77391
C: 1.78592 -0.20294 -1.47729
C: 2.04438 0.98621 -0.51032
C: 1.03567 1.23646 0.66871
C: -0.36762 0.92985 0.16524
O: -1.26027 0.42214 0.78151
O: -0.60931 1.38470 -1.10457
H: 1.76151 -2.49248 -2.57882
H: 2.67363 -3.04293 -1.31797
H: 2.03386 -1.69249 0.17425
H: 0.45122 -1.46215 -0.25455
H: 0.94570 0.18139 -2.09585
H: 2.42622 -0.33296 -2.26791
H: 3.03817 0.75926 -0.15293
H: 2.10645 1.94406 -0.95760
H: 1.03701 2.28763 1.01439
H: 1.27413 0.49743 1.46804
H: -1.47086 1.18446 -1.51930
O: -1.02818 2.24976 3.42934
H: -1.11810 1.62722 2.74933
H: -0.50414 3.04914 2.89210
O: -3.53039 -1.61120 -0.37003
H: -3.17142 -0.86827 0.20690
H: -2.86616 -2.34026 -0.02882
O: -2.81408 0.78598 -2.44154
H: -2.93294 -0.17653 -2.13986
H: -2.56675 0.60684 -3.33595
O: -0.48980 -0.88384 4.04320
H: -0.97426 -0.90220 3.22031
H: -0.31878 0.05327 4.19741

Calculated values
Frontier orbital gap ... 0.3496 hartree
LUMO level ... 0.290 eV
Multiplicity ... 1
Charge ... 0
HOMO energy ... -0.3389 Eh